This record from OMol25 describes a cluster of 11 separate species, H22O11 in total. The level of theory is ωB97M-V with the def2-TZVPD basis set.

The calculation puts the HOMO energy at -0.3668 hartree. The value obtained for the maximum force is 7.8 eV/Å. As for the total energy: -22878.191 eV. As for the SMILES: O.O.O.O.O.O.O.O.O.O.O. As for the LUMO energy: -0.21 eV.

XYZ file:
```
33
Properties=species:S:1:pos:R:3:nbo_charge:R:1
O 29.576 -46.286 25.065 -0.968
H 30.052 -45.503 24.829 0.460
H 28.657 -45.998 25.453 0.496
O 26.152 -48.297 27.326 -0.981
H 25.325 -47.876 26.992 0.497
H 26.327 -48.403 28.172 0.477
O 27.203 -44.986 26.215 -0.939
H 26.792 -45.119 27.044 0.481
H 27.095 -44.066 26.133 0.478
O 21.952 -46.143 23.484 -0.991
H 21.328 -45.840 22.831 0.506
H 21.938 -47.051 23.765 0.521
O 23.835 -47.001 26.804 -0.977
H 23.438 -47.794 27.234 0.494
H 23.195 -46.398 26.609 0.515
O 25.506 -49.114 23.000 -0.978
H 25.690 -48.192 23.425 0.495
H 25.447 -49.615 23.753 0.464
O 25.133 -50.234 25.434 -0.961
H 24.376 -50.728 25.513 0.473
H 25.229 -49.530 26.097 0.496
O 24.015 -46.659 21.596 -0.928
H 23.320 -46.769 22.246 0.459
H 24.265 -45.810 21.939 0.458
O 22.111 -44.938 25.896 -0.976
H 22.795 -44.398 25.667 0.456
H 22.023 -45.294 24.939 0.497
O 22.265 -48.882 24.372 -0.996
H 22.005 -49.205 23.451 0.489
H 23.331 -49.038 24.336 0.510
O 25.298 -46.563 24.429 -0.998
H 25.883 -46.135 25.063 0.489
H 24.464 -46.958 25.057 0.483
```